No. 1
Formula: C33H54BNO5
Source: the OMol25 dataset
Level of theory: the ωB97M-V functional and the def2-TZVPD basis

Its energy above the lowest of the compared OMol25 structures with the same formula, charge and spin is 0.0000 eV. Its spin multiplicity is 1. For the HOMO energy, the calculation gives -9.23 eV. For the energy, the calculation gives -47495.37156 eV.

XYZ file:
```
94
Properties=species:S:1:pos:R:3:forces:R:3
C 3.437 -2.008 -0.115 -0.4 -0.4 1.2
C 4.515 -1.492 0.110 0.4 1.7 -1.0
C 5.721 -0.511 0.159 -0.1 -0.8 1.1
C 7.024 -1.028 -0.570 -0.2 0.1 0.2
C 6.838 -1.511 -2.070 0.5 0.3 -0.2
C 5.668 -0.839 -2.855 -1.9 1.5 -1.4
C 5.571 0.667 -2.831 -2.0 -1.4 -1.4
C 4.483 1.301 -3.578 -1.4 -2.0 -1.4
C 3.475 0.555 -4.396 1.9 -1.1 1.7
C 3.553 -0.920 -4.422 1.4 1.7 0.9
O 2.658 -1.670 -5.169 0.7 0.6 1.2
C 1.299 -1.593 -4.701 -1.9 -1.0 0.4
C 1.092 -1.683 -3.131 -0.8 0.5 0.0
C 0.468 -0.302 -2.621 -1.2 -0.3 -0.3
C -1.125 -0.473 -2.732 0.3 -0.4 0.2
C 4.655 -1.604 -3.664 0.1 1.4 0.6
C 4.695 -3.160 -3.733 0.9 0.0 -2.6
C 5.045 -3.605 -5.317 -1.1 -2.0 0.7
C 4.183 -4.901 -5.863 3.1 4.8 1.8
O 5.691 -4.921 -5.483 -3.3 2.0 -0.6
C 2.526 1.577 -5.073 1.0 0.0 0.0
O 1.544 1.464 -5.760 1.0 -0.4 0.7
N 3.059 2.930 -4.790 1.6 -0.9 -0.1
B 3.874 3.513 -5.929 -0.2 1.1 -1.1
C 4.262 5.075 -5.865 0.6 0.4 0.4
O 4.298 2.710 -7.041 0.0 0.5 2.2
C 4.062 2.800 -3.749 1.4 -1.5 2.2
O 4.560 3.622 -3.006 -1.0 0.0 -1.5
H 2.434 -2.479 0.035 1.6 0.6 -0.5
H 5.986 -0.414 1.261 -0.3 -0.1 -1.3
H 5.452 0.539 -0.163 -0.1 -1.4 0.1
H 7.436 -1.887 0.041 -0.4 0.9 -0.8
H 7.790 -0.201 -0.526 -0.8 -0.8 0.0
H 6.823 -2.634 -2.063 -0.4 1.2 -0.2
H 7.792 -1.226 -2.624 -1.1 -0.4 0.6
H 6.287 1.298 -2.250 -0.7 -0.7 -0.6
H 0.722 -0.692 -5.069 1.1 -0.7 0.2
H 0.760 -2.485 -5.155 1.0 1.0 0.3
H 0.277 -2.456 -2.948 1.1 0.8 -0.2
H 1.983 -2.028 -2.541 -0.6 0.5 -0.8
H 0.712 0.571 -3.296 0.2 -1.0 0.8
H 0.743 -0.040 -1.563 -0.2 -0.3 -1.0
H -1.431 -0.871 -3.752 0.5 0.7 1.1
H -1.686 0.478 -2.524 0.6 -0.9 -0.2
H -1.457 -1.268 -1.994 0.3 1.0 -0.7
H 5.520 -3.643 -3.149 -1.0 0.7 -0.2
H 3.699 -3.624 -3.506 1.0 0.6 0.0
H 5.274 -2.753 -6.076 -0.1 -1.7 1.4
H 3.957 -4.439 -6.853 -0.1 -1.8 0.5
H 3.489 -5.060 -5.006 0.5 -0.7 -1.3
H 5.236 5.284 -6.410 -1.3 -0.2 0.4
H 3.445 5.741 -6.290 0.9 -0.9 0.3
H 4.424 5.448 -4.807 -0.4 -0.6 -1.1
H 5.189 2.386 -6.783 -0.6 0.1 -0.6
C -1.015 -0.658 2.011 0.0 -0.1 0.1
C -2.136 -1.597 1.580 0.0 0.1 -0.1
C -3.288 -0.874 0.880 -0.1 -0.1 0.0
C -4.027 0.155 1.739 0.1 0.1 0.0
C -4.627 -0.392 3.035 -0.1 0.1 -0.1
C -5.692 -1.456 2.800 0.0 0.0 0.2
H -1.364 0.082 2.735 0.0 0.0 0.0
H -0.208 -1.224 2.481 0.0 0.1 0.0
H -0.601 -0.128 1.149 0.0 0.0 0.0
H -2.503 -2.154 2.447 0.0 0.0 0.0
H -1.722 -2.339 0.890 -0.1 0.0 0.0
H -3.997 -1.623 0.513 0.0 0.1 0.0
H -2.901 -0.368 -0.011 0.0 0.0 0.0
H -4.829 0.597 1.136 0.0 0.0 0.0
H -3.351 0.980 1.985 0.0 0.0 0.0
H -5.081 0.438 3.586 0.1 0.0 0.0
H -3.841 -0.795 3.682 0.0 0.0 0.0
H -6.512 -1.058 2.197 0.0 0.0 0.0
H -6.106 -1.793 3.753 0.0 0.0 -0.1
H -5.283 -2.331 2.290 0.0 0.0 0.0
C -4.008 2.122 7.332 0.0 -0.1 0.1
C -5.127 1.181 6.901 0.1 0.1 -0.1
C -6.280 1.904 6.202 -0.1 -0.2 0.0
C -7.019 2.931 7.062 0.1 0.1 0.0
C -7.617 2.383 8.358 -0.1 0.0 -0.1
C -8.682 1.318 8.123 0.0 -0.1 0.1
H -4.357 2.861 8.056 0.0 0.0 0.0
H -3.199 1.557 7.802 0.0 0.1 0.0
H -3.594 2.652 6.471 0.0 0.0 0.0
H -5.492 0.623 7.768 0.0 0.0 0.0
H -4.712 0.440 6.211 -0.1 0.0 0.0
H -6.989 1.154 5.834 0.0 0.1 0.0
H -5.893 2.411 5.311 0.0 0.0 0.0
H -7.822 3.373 6.461 0.0 0.0 0.0
H -6.343 3.756 7.308 0.0 0.0 0.0
H -8.070 3.213 8.910 0.1 0.0 0.0
H -6.831 1.981 9.003 0.0 0.0 0.0
H -9.503 1.716 7.522 0.0 0.0 0.0
H -9.095 0.980 9.077 0.0 0.0 -0.1
H -8.273 0.443 7.613 0.0 0.0 0.0
```
Positions in Å, forces in eV/Å.


No. 2
Formula: C18H25F6GeN2O11P2S2SeTa
Source: the OMol25 dataset
Level of theory: the ωB97M-V functional and the def2-TZVPD basis

Its energy above the lowest of the compared OMol25 structures with the same formula, charge and spin is 3.2512 eV. The total charge is +2. Its spin multiplicity is 1. For the HOMO energy, the calculation gives -13.52 eV. For the energy, the calculation gives -224527.73498 eV.

XYZ file:
```
69
Properties=species:S:1:pos:R:3:forces:R:3
Ta 0.848 0.803 0.228 -6.5 2.0 -2.9
F 1.179 1.303 5.009 0.0 -0.1 0.0
C 1.069 0.037 4.649 -0.2 0.5 0.2
F 1.768 -0.745 5.422 0.1 0.0 -0.2
F -0.196 -0.329 4.614 0.1 0.0 0.0
S 1.665 -0.097 2.893 0.6 -1.8 1.1
O 0.813 0.920 2.134 -0.4 0.6 2.3
O 1.324 -1.396 2.413 0.1 -0.2 0.4
N 3.137 0.343 2.829 0.0 -0.2 0.0
S 3.471 1.113 1.451 2.0 0.0 2.9
O 4.827 1.216 1.086 0.1 -0.4 -0.3
O 2.642 0.262 0.499 3.6 -0.9 0.3
C 3.210 2.857 2.318 -0.1 1.3 0.4
F 3.971 3.766 1.772 0.2 -0.3 -0.6
F 3.592 2.690 3.558 0.2 -0.4 0.0
F 1.955 3.320 2.349 -0.2 -0.4 -0.4
C 2.241 4.489 -3.055 0.3 0.0 0.1
C 1.449 3.389 -2.377 -0.6 -0.2 0.1
O 0.105 3.265 -2.811 0.0 0.2 0.0
P 2.032 1.668 -2.668 0.4 -0.3 -0.4
O 1.615 1.131 -4.059 0.0 0.2 -0.2
O 3.565 1.420 -2.593 0.0 0.2 -0.2
O 1.236 0.830 -1.667 0.4 -0.1 -1.7
P 1.480 3.410 -0.537 1.2 1.8 -0.8
O 1.569 4.908 -0.126 -0.2 0.0 0.0
O 2.702 2.565 -0.233 -0.4 0.4 0.1
O 0.266 2.691 0.025 -0.7 0.8 0.2
H 2.166 4.398 -4.138 0.0 0.0 0.0
H 3.293 4.449 -2.767 0.0 0.1 0.0
H 1.855 5.464 -2.758 0.0 0.0 0.0
H -0.259 4.131 -3.035 0.0 0.0 -0.1
H 2.087 1.399 -4.865 0.0 -0.1 0.2
H 4.073 1.639 -1.795 -0.2 0.1 0.0
H 1.300 5.211 0.756 0.0 -0.1 -0.1
C 1.941 -4.553 1.752 -0.3 0.1 -0.2
Ge 0.456 -4.720 0.483 -0.3 -0.4 0.0
C 1.107 -5.044 -1.351 -0.2 0.1 0.4
C -0.910 -6.028 1.024 0.2 0.3 -0.1
C -0.490 -2.917 0.542 0.5 -0.1 0.2
Se 0.726 -1.666 -0.386 -0.9 -2.4 -1.1
C -0.344 -1.705 -2.043 0.2 0.4 0.1
H 2.558 -5.450 1.756 0.0 0.0 -0.1
H 1.556 -4.390 2.758 0.0 0.0 0.0
H 2.558 -3.700 1.474 0.1 0.0 0.0
H 1.830 -5.857 -1.326 0.0 0.0 0.0
H 1.604 -4.158 -1.745 0.1 0.0 -0.1
H 0.296 -5.335 -2.018 0.0 0.0 0.0
H -0.484 -7.028 1.087 0.0 0.0 0.0
H -1.719 -6.044 0.294 0.0 0.0 0.0
H -1.318 -5.764 1.999 0.0 0.0 0.0
H -0.600 -2.587 1.572 0.0 0.0 0.0
H -1.458 -2.885 0.050 0.0 0.2 -0.2
H -0.500 -2.743 -2.322 0.1 -0.1 0.2
H 0.195 -1.180 -2.826 0.0 -0.1 0.0
H -1.288 -1.204 -1.839 0.0 0.0 0.1
N -9.217 1.122 -0.577 0.1 0.0 0.0
C -8.075 1.063 -0.473 -0.3 0.0 0.0
C -6.651 0.980 -0.350 0.3 0.0 0.0
C -5.838 1.584 -1.310 -0.1 0.0 0.0
C -4.466 1.493 -1.204 0.1 0.0 0.1
C -3.892 0.788 -0.140 -0.2 0.1 0.0
C -4.710 0.189 0.824 0.1 0.0 0.0
C -6.083 0.289 0.721 -0.1 0.0 0.0
C -2.475 0.702 -0.036 0.2 -0.1 0.0
C -1.259 0.653 0.048 0.4 -0.6 0.3
H -6.293 2.122 -2.130 0.0 0.0 0.0
H -3.824 1.958 -1.940 0.0 0.0 0.0
H -4.259 -0.343 1.650 0.0 0.0 0.0
H -6.725 -0.164 1.463 0.0 0.0 0.0
```
Positions in Å, forces in eV/Å.


No. 3
Formula: C4H8N2
Source: the OMol25 dataset
Level of theory: the ωB97M-V functional and the def2-TZVPD basis

Its energy above the lowest of the compared OMol25 structures with the same formula, charge and spin is 6.8133 eV. Its spin multiplicity is 1. For the HOMO energy (spin up / spin down), the calculation gives -8.18 / -8.18 eV. For the energy, the calculation gives -7251.06212 eV.

XYZ file:
```
14
Properties=species:S:1:pos:R:3:forces:R:3
C 0.112 1.202 -1.524 -1.8 -1.2 5.6
C -0.615 0.833 -0.111 2.8 0.7 -5.4
C 0.121 0.085 -2.502 1.0 0.1 -0.7
C -0.742 0.210 2.138 -0.6 1.1 3.1
N 1.033 -0.627 0.906 0.3 1.1 0.2
N -0.169 0.121 0.876 0.2 1.3 -2.6
H -0.425 0.301 -3.429 0.1 0.0 0.2
H 1.207 -0.061 -2.827 -1.1 0.6 0.3
H -0.154 -0.856 -2.096 -0.7 -1.1 0.1
H -0.621 1.275 2.570 -0.1 -1.8 -0.5
H -1.807 -0.002 2.081 0.0 -0.1 0.2
H -0.178 -0.516 2.749 -0.8 0.5 0.3
H 1.501 -0.399 0.037 0.1 -1.0 0.0
H 0.737 -1.567 1.130 0.6 -0.4 -0.8
```
Positions in Å, forces in eV/Å.


No. 4
Formula: C22H32AlBr39F3O4P2
Source: the OMol25 dataset
Level of theory: the ωB97M-V functional and the def2-TZVPD basis

Its energy above the lowest of the compared OMol25 structures with the same formula, charge and spin is 0.0000 eV. The total charge is -1. Its spin multiplicity is 1. For the HOMO energy, the calculation gives -4.47 eV. For the energy, the calculation gives -2796504.19931 eV.

XYZ file:
```
103
Properties=species:S:1:pos:R:3:forces:R:3
C 2.222 -2.273 -2.722 0.4 0.3 0.6
C 1.465 -1.017 -2.345 -0.2 0.4 -0.7
C 0.161 -0.687 -3.160 0.5 -0.9 0.7
C -0.338 -1.703 -4.172 -1.0 0.7 -0.8
C 0.237 -1.482 -5.581 -0.3 -0.3 0.5
Al -2.343 -1.380 -4.303 0.6 -1.0 0.8
O -3.116 -2.422 -5.527 -0.1 0.3 0.1
C -3.126 -1.754 -2.492 -0.4 0.6 -0.9
C -4.660 -1.923 -2.501 0.9 0.0 0.8
C -5.107 -3.273 -2.047 -0.6 -0.5 -0.6
F -5.212 -3.584 -0.706 0.2 -0.1 0.1
C -5.416 -4.153 -3.006 0.0 0.1 0.9
F -6.618 -4.377 -3.603 0.1 0.0 -0.3
F -4.641 -5.009 -3.672 -0.1 -0.2 -0.2
P -2.641 0.884 -4.959 -0.9 0.0 -1.0
P -3.131 2.070 -3.257 1.2 -0.8 0.6
O -2.558 1.706 -1.949 -0.1 0.1 0.3
O -2.696 3.564 -3.631 0.0 0.7 -0.3
O -4.724 2.126 -3.223 -0.4 -0.1 -0.4
H 2.769 -2.137 -3.642 -0.1 -0.2 -0.6
H 1.614 -3.162 -2.742 -0.3 -0.3 -0.3
H 2.981 -2.442 -1.961 0.3 -0.1 0.2
H 1.270 -1.019 -1.276 -0.1 0.1 0.1
H 2.145 -0.190 -2.516 0.3 0.3 0.2
H -0.628 -0.509 -2.439 -0.2 0.3 0.3
H 0.338 0.248 -3.669 -0.1 0.4 -0.2
H -0.241 -2.733 -3.856 0.3 -0.3 0.3
H 1.207 -0.991 -5.571 0.4 -0.1 -0.1
H -0.440 -0.863 -6.159 0.0 0.4 -0.3
H 0.280 -2.416 -6.126 0.3 -0.3 -0.2
H -2.790 -3.323 -5.467 0.0 0.0 -0.1
H -2.816 -0.999 -1.781 0.0 0.3 0.3
H -2.691 -2.679 -2.165 0.4 -0.7 0.2
H -5.099 -1.719 -3.472 -0.2 0.2 -0.3
H -5.082 -1.252 -1.758 -0.5 0.4 -0.1
H -1.371 1.367 -5.305 0.1 0.2 0.3
H -1.980 3.806 -3.033 0.0 0.1 0.1
H -5.051 1.878 -4.099 -0.2 0.1 0.0
C -10.251 -4.212 -4.024 0.1 0.0 0.0
Br -11.455 -4.723 -5.437 0.0 0.0 0.0
Br -9.992 -2.313 -3.962 0.0 0.0 0.0
Br -10.818 -4.910 -2.325 0.0 0.0 0.0
H -9.293 -4.656 -4.245 0.1 0.0 0.0
C -4.163 -9.375 -2.802 0.0 0.0 0.1
Br -4.511 -8.972 -0.956 0.0 0.0 0.0
Br -2.317 -9.102 -3.244 0.1 0.0 0.0
Br -4.762 -11.141 -3.279 0.0 0.0 0.0
H -4.736 -8.677 -3.390 -0.1 0.1 -0.1
C 2.490 2.748 1.253 -0.1 0.1 0.2
Br 1.923 0.949 1.587 -0.3 0.2 0.0
Br 4.367 2.796 0.839 -0.2 0.1 0.0
Br 1.389 3.670 -0.015 0.0 -0.1 -0.2
H 2.376 3.294 2.174 0.0 0.0 0.2
C 5.739 -1.304 -0.397 -0.2 0.0 0.0
Br 5.246 0.058 -1.660 0.0 0.0 0.0
Br 7.577 -1.128 0.134 0.1 -0.1 0.2
Br 4.521 -1.354 1.102 0.3 -0.1 -0.1
H 5.651 -2.251 -0.905 0.0 0.0 0.0
C 8.938 2.861 1.348 -0.1 0.1 0.1
Br 7.467 2.674 0.116 0.3 -0.2 0.0
Br 9.062 4.690 1.920 0.2 0.1 0.0
Br 8.862 1.689 2.884 -0.2 0.1 -0.4
H 9.837 2.617 0.802 0.0 0.0 0.0
C 0.114 -4.971 -0.228 0.1 0.2 0.2
Br -1.251 -5.596 -1.419 -0.1 0.2 -0.1
Br 0.220 -3.042 -0.082 -0.4 -0.5 -0.1
Br -0.064 -5.780 1.510 0.2 -0.1 0.0
H 1.053 -5.301 -0.644 0.1 0.0 0.0
C -3.401 -4.550 3.799 0.0 0.0 0.0
Br -3.056 -5.958 5.074 0.0 0.0 0.0
Br -2.045 -3.188 3.873 0.0 0.0 0.0
Br -3.602 -5.227 2.021 -0.2 0.0 -0.1
H -4.335 -4.090 4.080 0.0 0.0 0.0
C -1.433 8.128 1.594 0.2 0.0 0.0
Br -2.957 7.029 1.978 0.0 -0.1 0.0
Br -0.843 9.075 3.164 -0.1 0.0 0.0
Br 0.014 7.126 0.803 -0.1 0.0 0.0
H -1.742 8.868 0.872 0.0 0.0 0.0
C -2.411 10.707 6.901 0.0 0.0 0.0
Br -3.086 8.919 7.080 0.0 0.0 0.0
Br -0.598 10.713 6.264 0.1 0.1 0.1
Br -3.549 11.789 5.793 0.0 0.0 0.0
H -2.405 11.150 7.885 0.0 0.0 0.0
C 8.631 -1.363 5.661 0.0 0.0 0.1
Br 7.176 -1.788 4.501 -0.2 0.0 -0.1
Br 8.726 0.526 6.000 0.0 0.0 0.2
Br 8.559 -2.369 7.301 0.0 0.0 0.0
H 9.543 -1.642 5.156 0.1 0.0 0.0
C 6.241 7.743 2.431 0.0 0.0 -0.1
Br 6.101 7.603 4.344 0.0 0.0 0.0
Br 8.046 8.176 1.892 -0.1 0.0 0.0
Br 5.566 6.170 1.561 0.0 0.0 0.0
H 5.617 8.568 2.125 0.0 0.1 0.0
C 1.655 -1.717 4.916 0.0 0.1 -0.1
Br 2.011 -3.307 5.935 0.0 0.0 0.0
Br 3.019 -0.379 5.148 0.2 -0.3 0.0
Br 1.378 -2.113 3.055 0.0 -0.2 0.1
H 0.735 -1.296 5.295 0.0 0.0 0.0
C 1.310 4.144 5.162 -0.2 0.0 0.0
Br 0.940 2.345 5.732 -0.1 0.2 0.0
Br 3.155 4.356 4.649 0.0 0.0 0.0
Br 0.115 4.709 3.765 0.1 0.0 0.0
H 1.135 4.791 6.007 0.0 0.0 0.1
```
Positions in Å, forces in eV/Å.